(1)
The following is a quantum chemistry calculation of a 8-piece molecular cluster, ClH14O7 overall, from the OMol25 dataset.

```
22
Properties=species:S:1:pos:R:3:forces:R:3
Cl -0.202982 0.063060 0.043456 0.14 -0.06 0.06
O 0.918726 3.058943 -1.015248 0.15 -0.05 0.01
O 2.520456 -1.119426 -1.562484 0.02 0.05 -0.12
O 2.784614 -0.424673 1.302813 -0.01 0.10 0.13
O -1.323514 -2.308621 -2.348022 -0.11 0.11 -0.10
O -1.368735 -2.313674 2.103411 -0.03 -0.02 -0.04
O -2.921305 1.037070 -1.407076 0.19 -0.21 0.03
O -1.016414 2.186308 2.563128 0.17 -0.09 0.16
H 1.629830 -0.766969 -1.418167 0.10 -0.05 0.13
H -0.284987 2.798139 2.436817 -0.05 0.01 -0.09
H -3.149160 0.345233 -2.035450 0.05 0.01 0.00
H -2.084126 0.727591 -1.002191 -0.30 0.24 -0.06
H -0.666422 -1.621189 -2.178994 -0.02 -0.07 0.13
H -1.179611 -1.666046 1.404359 0.05 0.05 0.03
H -0.584416 -2.282359 2.657531 0.00 0.02 -0.03
H 2.917680 -1.062435 -0.682592 -0.10 0.00 0.01
H -0.788360 1.436345 1.991249 -0.14 0.07 -0.15
H 2.769496 -0.814710 2.180936 -0.01 -0.02 -0.04
H 1.312281 2.937950 -1.883991 -0.01 -0.02 0.02
H 1.869842 -0.128745 1.143830 -0.02 -0.08 -0.15
H -1.917042 -2.235108 -1.593233 0.10 -0.02 0.06
H 0.764150 2.153316 -0.700085 -0.19 0.04 0.02
```
Positions in Å, forces in eV/Å.

Largest force on an atom (Eh/bohr): 0.00747
Orbital gap (Ha): 0.371
E_LUMO (eV): 3.13
Energy above the lowest of the compared OMol25 structures with the same formula, charge and spin (kcal/mol): 1.90
Energy (eV): -27086.4586
HOMO energy (eV): -6.966
Total charge: -1

***

(2)
The following is a quantum chemistry calculation of a 10-piece molecular cluster, ClH18O9 overall in a non-equilibrium geometry, from the OMol25 dataset.

```
28
Properties=species:S:1:pos:R:3:forces:R:3
Cl 0.525621 0.297072 0.396521 0.61 -0.58 0.15
O 0.777988 3.350034 -0.326050 0.05 -0.45 0.25
O -0.232654 1.249541 -2.278668 -1.05 1.62 -1.03
O 0.010480 -3.139765 -0.047127 1.19 0.40 -0.60
O -2.388405 1.086613 -0.217119 -0.21 0.30 -0.16
O -0.977018 -1.348070 -2.443458 -2.07 -0.38 1.25
O 0.250276 -1.778823 3.011672 0.65 -0.47 0.74
O 0.149291 1.890565 2.876913 -0.37 1.11 -0.49
O -1.984002 -1.582077 1.057081 -0.65 0.40 0.44
O 2.890963 -0.138889 -1.531515 -0.75 -0.26 0.13
H -2.464110 1.948325 -0.657838 0.34 -0.56 0.23
H 0.387099 1.393801 3.635952 0.40 -0.77 0.94
H 0.377560 -1.430103 2.136234 0.23 0.08 -0.75
H -1.562068 -2.364419 0.715841 0.27 -0.54 -0.27
H 0.574594 -2.431270 -0.445049 -0.86 -0.46 0.55
H -0.450133 -1.878803 -2.984824 1.46 -0.82 -1.25
H -0.574486 -0.505867 -2.276480 0.38 0.82 -0.48
H 2.130642 0.068171 -0.929667 0.77 -0.19 -0.44
H -1.503312 0.710022 -0.401676 -0.91 0.48 0.13
H 0.068714 0.974813 -1.404320 0.24 0.50 0.35
H 0.447296 1.384524 2.107351 -0.10 -0.09 0.11
H -0.799945 2.067192 -2.166718 1.25 -1.58 -0.01
H 1.719442 3.237558 -0.224727 0.85 0.74 -0.24
H -1.280119 -0.929733 0.982636 -0.25 0.17 -0.07
H 0.125387 -3.861843 -0.670945 -0.16 -0.13 0.03
H 3.586678 0.461322 -1.282078 0.26 0.30 0.18
H -0.395733 -1.182609 3.369832 -0.67 0.28 0.27
H 0.589952 2.452718 -0.001777 -0.92 0.08 0.05
```
Positions in Å, forces in eV/Å.

Largest force on an atom (Eh/bohr): 0.04758
Orbital gap (Ha): 0.363
E_LUMO (eV): 3.08
Energy above the lowest of the compared OMol25 structures with the same formula, charge and spin (kcal/mol): 30.98
Energy (eV): -31245.4099
HOMO energy (eV): -6.794
Total charge: -1

***

Q: The highest E_LUMO belongs to which entry?
A: ClH14O7

***

Repeat the second record exactly.
The following is a quantum chemistry calculation of a 10-piece molecular cluster, ClH18O9 overall in a non-equilibrium geometry, from the OMol25 dataset.

```
28
Properties=species:S:1:pos:R:3:forces:R:3
Cl 0.525621 0.297072 0.396521 0.61 -0.58 0.15
O 0.777988 3.350034 -0.326050 0.05 -0.45 0.25
O -0.232654 1.249541 -2.278668 -1.05 1.62 -1.03
O 0.010480 -3.139765 -0.047127 1.19 0.40 -0.60
O -2.388405 1.086613 -0.217119 -0.21 0.30 -0.16
O -0.977018 -1.348070 -2.443458 -2.07 -0.38 1.25
O 0.250276 -1.778823 3.011672 0.65 -0.47 0.74
O 0.149291 1.890565 2.876913 -0.37 1.11 -0.49
O -1.984002 -1.582077 1.057081 -0.65 0.40 0.44
O 2.890963 -0.138889 -1.531515 -0.75 -0.26 0.13
H -2.464110 1.948325 -0.657838 0.34 -0.56 0.23
H 0.387099 1.393801 3.635952 0.40 -0.77 0.94
H 0.377560 -1.430103 2.136234 0.23 0.08 -0.75
H -1.562068 -2.364419 0.715841 0.27 -0.54 -0.27
H 0.574594 -2.431270 -0.445049 -0.86 -0.46 0.55
H -0.450133 -1.878803 -2.984824 1.46 -0.82 -1.25
H -0.574486 -0.505867 -2.276480 0.38 0.82 -0.48
H 2.130642 0.068171 -0.929667 0.77 -0.19 -0.44
H -1.503312 0.710022 -0.401676 -0.91 0.48 0.13
H 0.068714 0.974813 -1.404320 0.24 0.50 0.35
H 0.447296 1.384524 2.107351 -0.10 -0.09 0.11
H -0.799945 2.067192 -2.166718 1.25 -1.58 -0.01
H 1.719442 3.237558 -0.224727 0.85 0.74 -0.24
H -1.280119 -0.929733 0.982636 -0.25 0.17 -0.07
H 0.125387 -3.861843 -0.670945 -0.16 -0.13 0.03
H 3.586678 0.461322 -1.282078 0.26 0.30 0.18
H -0.395733 -1.182609 3.369832 -0.67 0.28 0.27
H 0.589952 2.452718 -0.001777 -0.92 0.08 0.05
```
Positions in Å, forces in eV/Å.

Largest force on an atom (Eh/bohr): 0.04758
Orbital gap (Ha): 0.363
E_LUMO (eV): 3.08
Energy above the lowest of the compared OMol25 structures with the same formula, charge and spin (kcal/mol): 30.98
Energy (eV): -31245.4099
HOMO energy (eV): -6.794
Total charge: -1